No. 1
An isolated ion of composition C6H16NO2 and charge +1 in a non-equilibrium geometry, computed with ωB97M-V/def2-TZVPD.

Results
Relative energy (zero: lowest compared OMol25 entry of this formula, charge and spin), kJ/mol: 163.6
LUMO energy, eV: -2.7110
HOMO level, hartree: -0.5552
Kohn-Sham gap, eV: 12.396
DFT total energy, eV: -12058.753

Geometry as ORCA input:
```
! wB97M-V def2-TZVPD RIJCOSX def2/J DEFGRID3
* xyz 1 1
C 2.08892 0.19702 2.04838
C 0.65662 -0.13962 1.47274
C 0.74925 -0.19728 -0.10527
O 1.65833 0.75571 -0.58902
O 1.06050 -1.46447 -0.47989
N -0.71960 0.10013 -0.73668
C -0.50193 0.39815 -2.17213
C -1.34866 1.39959 -0.15511
C -1.67949 -0.95385 -0.45437
H 2.99976 -0.36855 1.80423
H 2.22283 1.27931 1.92138
H 2.20194 -0.05910 3.16485
H -0.05853 0.63107 1.74928
H 0.27939 -1.12896 1.79189
H 2.19670 0.32496 -1.30382
H 1.79181 -1.78221 0.19061
H -0.18662 -0.50352 -2.62754
H -1.52897 0.68695 -2.62454
H 0.28153 1.11220 -2.37494
H -1.49461 1.09445 0.89284
H -0.64892 2.16691 -0.50248
H -2.27430 1.50512 -0.68235
H -2.10736 -1.14031 0.54454
H -2.46225 -0.78729 -1.17464
H -1.35278 -1.97938 -0.75543
*
```

No. 2
A 3-piece molecular cluster, C6H16NO3 overall in a non-equilibrium geometry, computed with ωB97M-V/def2-TZVPD.

Results
Relative energy (zero: lowest compared OMol25 entry of this formula, charge and spin), kJ/mol: 61.6
LUMO energy, eV: -3.9162
HOMO level, hartree: -0.4823
Kohn-Sham gap, eV: 9.208
DFT total energy, eV: -14106.263

Geometry as ORCA input:
```
! wB97M-V def2-TZVPD RIJCOSX def2/J DEFGRID3
* xyz 1 1
C 0.20863 2.31806 0.20611
O 0.57878 1.60183 -0.95016
C 1.06190 1.94189 1.39743
C 1.32890 0.41489 1.51922
C 0.34186 -0.38163 0.75211
C -0.85539 -0.70388 1.21079
N -1.87215 -1.35268 0.44965
C -1.63855 -2.05226 -0.63775
H 0.25352 3.42110 -0.06012
H -0.85624 2.04617 0.36901
H 1.44555 1.89844 -1.28852
H 0.51541 2.29156 2.27226
H 2.04414 2.46229 1.44805
H 2.37115 0.17991 1.22452
H 1.27352 0.06536 2.63493
H 0.68762 -0.63599 -0.27781
H -1.19712 -0.46680 2.24240
H -2.83156 -1.15586 0.78222
H -2.47740 -2.48304 -1.18291
H -0.63496 -2.26722 -1.01975
H -2.07716 0.17168 -2.72456
H -1.01159 0.57987 -1.59272
O -1.73017 -0.06909 -1.82938
H 1.96699 -3.16684 -1.13123
H 1.71385 -2.19201 -2.36386
O 1.39049 -2.46575 -1.44994
*
```

No. 3
C6H16NO3P as an isolated structure in a non-equilibrium geometry, computed with ωB97M-V/def2-TZVPD.

Results
Relative energy (zero: lowest compared OMol25 entry of this formula, charge and spin), kJ/mol: 470.4
LUMO energy, eV: 0.3513
HOMO level, hartree: -0.3174
Kohn-Sham gap, eV: 8.988
DFT total energy, eV: -23400.433

Geometry as ORCA input:
```
! wB97M-V def2-TZVPD RIJCOSX def2/J DEFGRID3
* xyz 0 1
C -1.30037 2.60910 0.70578
C -0.56463 -3.90938 0.63909
C 1.91084 0.20722 -0.23343
C -1.15226 1.44863 1.61850
C 0.19381 -2.58633 0.57591
C 1.61329 1.41319 -1.18165
N -1.73783 -0.16728 -1.39027
O -1.70494 0.35709 1.59180
O -0.47662 -1.63468 -0.15740
O 0.36459 1.43205 -1.80714
P -1.98351 -1.07392 -0.14252
H -1.31337 3.51522 1.26228
H -0.50224 2.63742 0.01007
H -2.13034 2.49670 0.03860
H -0.81683 -4.34244 -0.41664
H 0.21303 -4.62702 0.99214
H -1.26289 -3.80322 1.39582
H 2.94681 0.42922 0.15681
H 1.21137 -0.15268 0.48753
H 1.90319 -0.72399 -0.82618
H -0.54766 1.71498 2.46623
H 0.03970 0.50748 -1.83868
H 1.21076 -2.47076 0.14020
H 0.23954 -2.16208 1.61908
H 2.52182 1.39502 -1.93711
H 1.85262 2.38649 -0.62532
H -2.44079 0.56942 -1.51780
*
```

No. 4
One molecule with the formula C6H16NOP in a non-equilibrium geometry, computed with ωB97M-V/def2-TZVPD.

Results
Relative energy (zero: lowest compared OMol25 entry of this formula, charge and spin), kJ/mol: 131.6
LUMO energy, eV: 0.6787
HOMO level, hartree: -0.3262
Kohn-Sham gap, eV: 9.554
DFT total energy, eV: -19306.957

Geometry as ORCA input:
```
! wB97M-V def2-TZVPD RIJCOSX def2/J DEFGRID3
* xyz 0 1
C -1.97056 0.68902 1.50341
C -0.63629 0.07500 1.04601
C -1.08353 -1.36378 0.51776
C 0.24143 -0.19998 2.29550
N -0.15960 0.83418 0.00888
P 1.30008 0.12876 -1.05291
C 0.44472 -0.82777 -2.29555
C 1.97904 1.61220 -1.79782
O 2.30221 -0.64668 -0.28777
H -1.93743 1.67535 1.96574
H -2.50701 0.65248 0.56827
H -2.38314 0.07828 2.34502
H -1.59813 -2.00132 1.35528
H -0.07758 -1.96396 0.29950
H -1.86146 -1.45668 -0.39098
H 0.40696 0.79212 2.64995
H -0.21467 -1.05694 2.79243
H 1.25032 -0.58272 2.07798
H -0.93754 0.91188 -0.64931
H -0.35606 -0.15469 -2.65994
H 1.41038 -0.90325 -2.97935
H 0.15787 -1.76527 -1.73628
H 2.21469 2.12896 -0.80682
H 2.92341 1.22162 -2.34428
H 1.09190 2.12320 -2.42470
*
```